Entry 1:
C56H53AsN4O2PPdSTe | ωB97M-V/def2-TZVPD

Calculated values
net charge	+2
frontier orbital gap (alpha / beta)	5.039 / 4.568	eV
energy above the lowest of the compared OMol25 structures with the same formula, charge and spin	208.89	kJ/mol
<S²>	0.76
HOMO energy (alpha / beta)	-12.281 / -12.280	eV
2S+1	2
LUMO (alpha / beta)	-7.242 / -7.713	eV

Positions of all 120 atoms, in Å:
Pd 0.238 0.302 0.676
S -0.511 -0.586 -1.356
C 0.342 -1.936 -0.752
N 1.087 -2.732 -0.361
N -3.828 -3.449 5.488
C -2.640 -2.804 5.427
O -1.974 -2.489 6.390
C -2.159 -2.409 4.056
C -0.877 -2.762 3.653
C -0.383 -2.247 2.475
N -1.077 -1.380 1.719
C -2.321 -1.071 2.098
C -2.907 -1.577 3.242
H -4.152 -3.768 6.387
H -4.294 -3.782 4.662
H -0.271 -3.423 4.259
H 0.597 -2.530 2.115
H -2.864 -0.388 1.457
H -3.914 -1.281 3.511
C 7.262 -4.113 -4.861
C 6.299 -3.382 -3.960
C 6.272 -3.619 -2.592
C 5.389 -2.954 -1.742
C 5.395 -3.276 -0.283
C 4.568 -2.006 -2.341
Te 3.252 -0.524 -1.374
N 2.493 0.232 0.460
C 2.516 -0.071 1.767
O 1.392 0.150 2.357
C 3.652 -0.436 2.622
C 4.644 -1.311 2.213
C 5.689 -1.630 3.062
C 5.748 -1.052 4.326
C 4.763 -0.162 4.737
C 3.707 0.140 3.893
C 4.491 1.061 -1.849
C 5.856 0.884 -1.606
C 6.735 1.930 -1.830
C 6.237 3.136 -2.294
C 4.876 3.301 -2.528
C 3.969 2.274 -2.314
C 2.502 2.486 -2.605
C 4.488 -1.764 -3.715
C 3.510 -0.811 -4.380
C 5.395 -2.472 -4.494
H 7.912 -4.778 -4.295
H 7.886 -3.407 -5.411
H 6.720 -4.708 -5.598
H 6.954 -4.346 -2.165
H 5.913 -4.214 -0.097
H 4.379 -3.380 0.102
H 5.918 -2.501 0.276
H 4.572 -1.776 1.251
H 6.455 -2.329 2.748
H 6.561 -1.302 4.995
H 4.822 0.301 5.713
H 2.930 0.823 4.211
H 6.235 -0.073 -1.265
H 7.794 1.799 -1.652
H 6.915 3.957 -2.491
H 4.509 4.254 -2.891
H 2.352 3.400 -3.177
H 1.930 2.562 -1.680
H 2.077 1.661 -3.181
H 2.498 -0.916 -3.984
H 3.465 -1.014 -5.449
H 3.824 0.228 -4.256
H 5.376 -2.306 -5.567
C 0.917 3.614 1.674
C 1.744 3.197 2.886
As 2.728 4.683 3.743
C 3.235 5.638 2.122
C 4.456 5.278 1.560
C 4.906 5.893 0.397
C 4.137 6.871 -0.218
C 2.912 7.230 0.330
C 2.466 6.622 1.499
C 1.196 5.731 4.321
C -0.034 5.155 4.627
C -1.086 5.942 5.091
C -0.911 7.304 5.270
C 0.320 7.883 4.988
C 1.371 7.098 4.533
P -0.388 2.469 1.127
C -1.235 3.265 -0.211
C -0.593 4.226 -0.998
C -1.285 4.836 -2.033
C -2.606 4.489 -2.289
C -3.243 3.516 -1.523
C -2.558 2.897 -0.494
C -1.473 2.438 2.558
C -1.301 1.479 3.562
C -2.069 1.540 4.716
C -3.002 2.556 4.872
C -3.166 3.518 3.880
C -2.406 3.467 2.724
H 1.599 3.801 0.842
H 0.337 4.521 1.873
H 2.481 2.451 2.608
H 1.125 2.762 3.671
H 5.075 4.530 2.045
H 5.869 5.621 -0.011
H 4.499 7.368 -1.111
H 2.309 7.996 -0.143
H 1.517 6.923 1.926
H -0.191 4.087 4.515
H -2.039 5.483 5.324
H -1.723 7.912 5.649
H 0.466 8.946 5.135
H 2.334 7.558 4.345
H 0.430 4.518 -0.800
H -0.793 5.584 -2.640
H -3.144 4.978 -3.090
H -4.270 3.245 -1.732
H -3.053 2.138 0.101
H -0.554 0.704 3.463
H -1.935 0.796 5.492
H -3.602 2.604 5.772
H -3.884 4.318 4.011
H -2.539 4.223 1.959

Entry 2:
C11H6N3 | ωB97M-V/def2-TZVPD

Calculated values
net charge	-1
frontier orbital gap	6.587	eV
HOMO energy	-4.547	eV
LUMO	2.041	eV

Positions of all 20 atoms, in Å:
C 3.452 -1.329 -0.840
N 4.541 -1.071 -1.008
C -0.117 -1.222 -0.626
C -0.093 -2.218 0.281
C 0.151 -3.517 -0.165
N 0.351 -4.585 -0.578
C -0.370 -2.002 1.633
N -0.615 -1.804 2.752
C -0.366 0.187 -0.316
C 0.305 0.841 0.717
C 0.061 2.167 0.992
C -0.875 2.862 0.253
C -1.561 2.228 -0.762
C -1.304 0.909 -1.050
H 0.022 -1.481 -1.665
H 1.019 0.290 1.304
H 0.612 2.670 1.771
H -1.067 3.900 0.467
H -2.297 2.771 -1.332
H -1.848 0.404 -1.828

Entry 3:
C2H8N3 | ωB97M-V/def2-TZVPD

Calculated values
net charge	+1
frontier orbital gap	9.969	eV
energy above the lowest of the compared OMol25 structures with the same formula, charge and spin	673.71	kJ/mol
HOMO energy	-13.684	eV
LUMO	-3.715	eV

Positions of all 13 atoms, in Å:
C 0.346 -0.690 -1.599
C 0.202 0.418 1.311
N 0.039 -0.732 -0.318
N -0.512 -1.882 0.231
N -0.060 1.781 0.709
H 0.667 0.208 -1.945
H 0.013 -1.441 -2.238
H 1.274 0.455 1.412
H -0.557 -2.669 -0.273
H -0.951 -1.792 1.131
H 0.172 1.482 -0.253
H 0.393 2.703 1.088
H -1.024 2.158 0.744

Entry 4:
C8H19N2O5S2 | ωB97M-V/def2-TZVPD

Calculated values
net charge	-1
frontier orbital gap	7.904	eV
HOMO energy	-5.069	eV
LUMO	2.835	eV

Positions of all 36 atoms, in Å:
C 3.737 -2.339 0.011
O 2.971 -1.179 0.259
C 3.192 -0.109 -0.637
C 2.019 0.856 -0.550
C 2.219 1.817 0.610
S 0.721 2.584 1.247
O 0.615 2.131 2.601
O 0.911 3.996 1.096
N -0.350 1.965 0.238
S -1.859 2.433 0.449
O -2.206 2.896 1.761
O -2.302 3.292 -0.614
C -2.747 0.909 0.168
C -2.139 0.086 -0.945
C -2.825 -1.268 -1.152
C -2.222 -2.399 -0.345
N -2.134 -2.087 1.077
H 3.082 -3.177 -0.200
H 4.334 -2.582 0.887
H 4.417 -2.190 -0.820
H 4.087 0.437 -0.331
H 3.334 -0.456 -1.658
H 1.121 0.281 -0.390
H 1.943 1.393 -1.484
H 2.931 2.595 0.381
H 2.626 1.247 1.432
H -2.842 0.361 1.092
H -3.735 1.217 -0.143
H -1.069 -0.011 -0.825
H -2.293 0.654 -1.856
H -3.875 -1.159 -0.901
H -2.721 -1.526 -2.200
H -2.820 -3.296 -0.536
H -1.230 -2.593 -0.738
H -1.836 -2.917 1.578
H -3.055 -1.860 1.437

Entry 5:
C3H4BrCl | ωB97M-V/def2-TZVPD

Calculated values
net charge	0
SMILES	C=C(Br)CCl
frontier orbital gap	10.612	eV
energy above the lowest of the compared OMol25 structures with the same formula, charge and spin	136.03	kJ/mol
HOMO energy	-9.873	eV
LUMO	0.739	eV

Positions of all 9 atoms, in Å:
C 0.122 -1.439 0.286
C 0.552 -0.296 -0.184
Br 2.281 0.254 -0.605
C -0.438 1.198 -0.184
Cl -2.217 0.847 -0.442
H 0.914 -2.261 0.599
H -0.785 -1.651 0.794
H -0.239 1.585 0.864
H -0.190 1.763 -1.128

Entry 6:
C4H7NOS2 | ωB97M-V/def2-TZVPD

Calculated values
net charge	0
SMILES	CSCO/N=C/C=S
frontier orbital gap	8.065	eV
energy above the lowest of the compared OMol25 structures with the same formula, charge and spin	280.94	kJ/mol
HOMO energy	-9.067	eV
LUMO	-1.002	eV

Positions of all 15 atoms, in Å:
C 1.788 1.545 -0.015
S 2.450 0.026 -0.713
C 1.507 -1.202 0.191
O 0.200 -1.474 -0.301
N -0.680 -0.549 0.150
C -1.842 -0.717 -0.349
C -2.890 0.201 0.072
S -4.427 0.144 -0.449
H 2.342 2.403 -0.475
H 1.906 1.580 1.091
H 0.762 1.670 -0.245
H 2.050 -2.170 0.068
H 1.429 -0.919 1.254
H -2.042 -1.490 -1.069
H -2.554 0.950 0.791

Entry 7:
C25H38Cl3F7GeN2O7OsS2Si4Te | ωB97M-V/def2-TZVPD

Calculated values
net charge	+1
frontier orbital gap (alpha / beta)	6.019 / 5.801	eV
energy above the lowest of the compared OMol25 structures with the same formula, charge and spin	0.00	kJ/mol
<S²>	8.81
HOMO energy (alpha / beta)	-10.422 / -11.121	eV
2S+1	6
LUMO (alpha / beta)	-4.403 / -5.321	eV

Positions of all 91 atoms, in Å:
Os 0.646 -0.955 0.161
C 5.215 1.919 4.911
C 3.988 1.421 5.657
C 3.289 2.554 6.389
C 2.119 2.021 7.194
C 1.187 1.247 6.304
C -0.146 1.124 6.613
C -1.012 0.432 5.768
F -2.300 0.348 6.117
C -0.586 -0.135 4.604
C 0.772 -0.028 4.269
C 1.228 -0.593 3.019
O 0.358 -1.158 2.258
C 2.598 -0.468 2.721
C 3.412 0.197 3.615
N 3.004 0.754 4.747
C 1.660 0.655 5.114
C 3.294 -0.969 1.486
O 4.488 -0.883 1.369
O 2.533 -1.552 0.559
H 5.807 2.521 5.599
H 4.934 2.550 4.066
H 5.860 1.116 4.557
H 4.286 0.663 6.387
H 2.952 3.299 5.662
H 4.014 3.038 7.041
H 1.573 2.829 7.679
H 2.491 1.369 7.991
H -0.545 1.579 7.512
H -1.269 -0.642 3.938
H 4.457 0.280 3.362
F 3.040 2.585 -1.747
C 2.142 2.686 -2.723
F 1.876 3.965 -2.943
F 2.621 2.131 -3.826
S 0.591 1.811 -2.237
O 1.034 0.444 -1.955
O -0.349 2.041 -3.273
N 0.152 2.558 -0.900
S 0.511 2.005 0.493
O 1.719 1.163 0.553
O -0.576 1.342 1.185
C 0.923 3.510 1.470
F 1.903 4.176 0.885
F 1.319 3.108 2.680
F -0.144 4.278 1.586
C 1.703 -7.860 -0.284
Si 2.118 -6.043 -0.520
C 3.260 -5.461 0.826
C 2.755 -5.734 -2.235
Si -0.603 -5.679 -0.247
Te 0.542 -3.569 -0.445
Si -1.617 -6.207 -2.354
C -0.695 -5.383 -3.748
C -3.330 -5.511 -2.107
C -1.641 -8.068 -2.527
Si -1.196 -6.214 1.986
C -1.400 -8.066 2.129
C 0.149 -5.548 3.098
C -2.830 -5.372 2.304
H 2.643 -8.403 -0.438
H 0.981 -8.248 -1.004
H 1.363 -8.084 0.726
H 4.217 -5.973 0.688
H 2.886 -5.717 1.816
H 3.441 -4.386 0.780
H 3.712 -6.258 -2.326
H 2.922 -4.679 -2.444
H 2.086 -6.141 -2.992
H -0.222 -4.450 -3.447
H -1.403 -5.142 -4.545
H 0.061 -6.046 -4.170
H -3.307 -4.445 -1.880
H -3.873 -6.027 -1.313
H -3.894 -5.641 -3.035
H -0.658 -8.460 -2.794
H -2.331 -8.358 -3.323
H -1.974 -8.562 -1.612
H -0.485 -8.626 1.940
H -2.168 -8.427 1.442
H -1.730 -8.314 3.142
H 0.995 -6.234 3.167
H -0.254 -5.419 4.105
H 0.512 -4.577 2.755
H -3.632 -5.794 1.697
H -2.792 -4.297 2.130
H -3.091 -5.532 3.355
Cl -1.903 -1.875 -2.903
Ge -1.809 -1.128 -0.894
Cl -3.040 -2.447 0.318
Cl -2.808 0.748 -0.987

Entry 8:
C11H24ClIN2O2PRe | ωB97M-V/def2-TZVPD

Calculated values
net charge	+3
frontier orbital gap (alpha / beta)	7.593 / 4.939	eV
<S²>	3.79
HOMO energy (alpha / beta)	-18.612 / -18.759	eV
2S+1	4
LUMO (alpha / beta)	-11.019 / -13.820	eV

Positions of all 43 atoms, in Å:
C -0.324 3.643 -2.513
I -2.219 2.216 -2.350
H 0.644 3.116 -2.686
H -0.315 4.137 -1.526
H -0.669 4.321 -3.324
Re -0.639 0.722 -1.129
P -1.443 -0.983 -2.392
C -3.265 -1.028 -2.514
C -0.955 -0.794 -4.146
H 0.065 -2.896 -2.010
H -1.402 -3.325 -2.956
H -1.514 -3.122 -1.176
C -1.022 -2.762 -2.091
H 0.136 -0.859 -4.234
H -1.439 -1.616 -4.687
H -3.519 -1.667 -3.360
H -3.661 -0.026 -2.697
H -1.308 0.171 -4.528
H -3.707 -1.407 -1.589
C -2.205 0.479 0.064
O -3.196 0.314 0.699
Cl 1.527 -0.224 -1.628
C 2.339 2.496 2.060
N 1.901 1.203 2.516
C 2.598 0.541 3.604
C 1.723 -0.539 4.181
C 1.326 -1.469 3.073
N 0.689 -0.717 2.014
C -0.190 -1.432 1.133
C 1.012 0.573 1.705
O 0.530 1.210 0.708
H 2.794 2.438 1.061
H 3.078 2.881 2.764
H 1.500 3.201 2.012
H 3.540 0.101 3.230
H 2.861 1.296 4.352
H 0.851 -0.097 4.664
H 2.273 -1.088 4.940
H 0.630 -2.241 3.422
H 2.226 -1.966 2.677
H -0.196 -0.863 0.139
H 0.168 -2.465 0.986
H -1.220 -1.470 1.530